A 21-piece molecular cluster, C9H58NO21 overall. Source: OMol25; level of theory: ωB97M-V with the def2-TZVPD basis set.

The geometry in XYZ format:
```
89
Properties=species:S:1:pos:R:3:forces:R:3:mulliken_charge:R:1
C -1.7888 1.1748 0.3877 0.5 -0.6 0.8 -1.06
C -0.9307 -0.0546 0.8146 -0.3 -0.5 -0.1 1.26
C -1.5674 -1.2901 0.1392 -0.9 0.7 -0.2 -1.20
C -1.1954 -1.5336 -1.3107 1.1 -1.2 0.3 -0.19
C 0.3204 -1.6983 -1.3530 -0.2 1.2 0.1 -1.83
C 1.0204 -0.4411 -0.7447 0.1 -0.2 -0.7 1.38
N 0.4963 0.0011 0.5313 0.1 -0.9 0.9 1.85
O 1.1448 1.1548 1.0438 -0.1 0.1 -0.2 -0.06
C 0.8585 0.6885 -1.7950 1.3 -0.7 -0.3 -0.58
C 2.4670 -0.9477 -0.5910 0.8 1.8 -0.1 -1.26
C -1.0898 -0.2961 2.3123 0.3 0.5 1.3 -1.70
H -1.9450 1.1292 -0.6885 0.1 0.5 -0.1 0.11
H -1.3379 2.0886 0.7721 0.1 0.2 -0.5 0.30
H -2.7595 1.0917 0.8856 -0.1 -0.1 -0.1 0.07
H -2.6332 -1.0355 0.1822 -0.1 -0.5 0.1 0.45
H -1.4188 -2.1966 0.7280 0.2 0.0 0.0 0.37
H -1.5040 -0.7568 -2.0069 -0.3 -0.1 0.1 0.02
H -1.5882 -2.5107 -1.6075 -0.6 0.3 -0.3 0.53
H 0.7119 -1.7651 -2.3727 -0.2 0.0 -0.1 0.08
H 0.6646 -2.6166 -0.8736 -0.1 0.1 0.4 0.59
H 1.2688 1.6486 -1.4879 -0.4 0.0 0.4 -0.53
H -0.1725 0.7432 -2.1315 0.0 0.3 0.0 0.26
H 1.5092 0.4290 -2.6407 -0.3 0.0 -0.2 0.04
H 3.1696 -0.1333 -0.3886 -0.3 -0.2 0.3 -0.02
H 2.8816 -1.2669 -1.5531 -0.4 -0.6 0.0 -0.24
H 2.5785 -1.6623 0.2202 -0.2 -0.3 -0.2 0.40
H -0.7216 0.5384 2.9175 0.1 0.2 -0.3 0.25
H -0.5137 -1.1472 2.6811 0.0 -0.2 -0.4 0.44
H -2.1089 -0.4313 2.6874 -0.2 -0.1 -0.6 0.09
O -2.7372 0.0796 -5.4330 0.2 -0.2 0.2 -0.65
H -2.8891 -0.4285 -4.6127 -0.2 0.2 -0.5 0.35
H -2.0335 -0.3955 -5.8891 0.0 0.1 0.1 0.33
O -2.0728 -4.6468 1.8731 -0.4 -0.1 0.0 -0.68
H -2.9502 -4.6049 1.4736 0.1 0.1 0.1 0.31
H -2.2157 -4.4439 2.8037 0.2 0.0 0.0 0.29
O -4.5957 2.0409 -1.5478 -0.1 0.0 -0.1 -0.54
H -4.0258 2.3156 -2.2758 0.0 0.0 0.1 0.30
H -5.3260 2.6688 -1.5579 0.1 0.0 0.0 0.25
O 2.7829 -3.8715 2.6584 -0.1 0.1 0.0 -0.65
H 2.5029 -2.9295 2.6497 0.1 -0.2 0.0 0.42
H 3.7405 -3.8346 2.7297 0.0 0.1 0.0 0.29
O 0.0676 3.3857 3.3603 -0.1 -0.4 -0.4 -0.80
H 0.1155 2.7423 2.6262 0.2 0.2 0.1 0.37
H 0.8206 3.9648 3.2148 -0.1 0.0 -0.1 0.25
O 2.2408 -1.1276 2.7597 -0.2 0.3 0.2 -0.80
H 1.6780 -0.5993 2.1523 0.1 0.0 -0.1 0.26
H 2.0087 -0.8072 3.6451 0.0 0.0 -0.1 0.25
O -1.3113 2.1104 5.4864 0.3 -0.1 0.1 -0.70
H -1.0257 2.3484 4.5867 0.0 0.3 0.4 0.35
H -2.2606 1.9699 5.4012 0.2 0.0 -0.1 0.36
O 0.9690 0.0575 5.7125 0.0 0.0 0.0 -0.63
H 0.3273 0.7778 5.5971 -0.1 -0.1 0.0 0.38
H 1.7475 0.4867 6.0834 0.0 0.0 -0.2 0.31
O -3.4314 1.4211 3.9643 -0.6 -0.2 0.0 -0.59
H -3.4622 0.4606 4.0509 0.1 0.1 -0.1 0.34
H -4.0324 1.6202 3.2394 0.1 0.0 0.0 0.22
O 3.7865 -4.0813 -2.6221 0.0 0.0 0.0 -0.71
H 3.8011 -4.5952 -1.8070 -0.1 0.1 0.0 0.32
H 3.4770 -3.2104 -2.3487 0.0 -0.1 0.1 0.36
O 1.0061 3.7508 0.1774 -0.3 0.0 0.1 -0.73
H 1.2559 3.7245 -0.7518 0.3 0.0 0.1 0.32
H 0.9907 2.7934 0.4576 0.1 -0.1 -0.1 0.26
O 0.3366 2.2344 -4.4090 -0.3 0.3 -0.3 -0.57
H -0.0235 2.9207 -3.8322 -0.1 -0.2 0.0 0.26
H -0.1949 2.2867 -5.2147 0.0 0.0 0.2 0.23
O 3.3769 2.0523 3.9206 0.0 -0.1 -0.2 -0.68
H 3.0369 1.6344 3.1112 0.0 0.0 0.2 0.34
H 3.1383 2.9789 3.8293 0.0 0.0 -0.1 0.28
O 5.4672 -0.3851 -2.4110 0.1 0.0 -0.1 -0.62
H 5.5086 0.5322 -2.7053 -0.1 0.0 0.1 0.32
H 5.0660 -0.8588 -3.1481 0.0 0.0 0.1 0.29
O -0.4996 -5.1159 -0.5418 -0.3 -0.1 -0.1 -0.74
H -0.3799 -4.1746 -0.7040 0.0 -0.1 0.1 0.40
H -1.0825 -5.1507 0.2303 0.4 0.1 0.0 0.38
O 2.5533 3.6630 -3.2194 -0.2 0.0 0.0 -0.62
H 1.9778 2.9726 -3.5868 0.3 0.2 0.0 0.37
H 2.1614 4.4926 -3.5120 0.1 -0.1 0.0 0.29
O -5.6305 -0.3227 1.4515 0.0 0.2 0.1 -0.61
H -5.3776 0.5640 1.1649 0.0 -0.1 -0.1 0.29
H -6.1767 -0.1848 2.2337 0.0 0.0 -0.1 0.31
O 1.3791 -0.3372 -5.3756 0.0 0.0 -0.2 -0.69
H 1.4409 -0.5611 -4.4402 -0.1 0.1 0.0 0.42
H 1.2371 0.6181 -5.3790 0.1 -0.2 0.3 0.34
O -4.1794 -1.1088 -3.3588 -0.1 0.1 0.4 -0.64
H -4.3173 -0.5045 -2.6156 0.0 -0.1 -0.1 0.30
H -4.9494 -1.6853 -3.3506 0.1 0.0 -0.1 0.27
O 3.7497 2.1368 -0.4514 0.1 -0.1 0.1 -0.62
H 3.0631 1.6343 0.0235 -0.2 0.3 0.2 0.21
H 4.5531 1.6216 -0.3242 -0.1 0.0 0.0 0.28
```
Positions in Å, forces in eV/Å.

As for the largest force on an atom: 0.0377 Eh/bohr. As for the energy above the lowest of the compared OMol25 structures with the same formula, charge and spin: 142.6 kJ/mol. Its charge is -1.